# 1
DFT (ωB97M-V/def2-TZVPD) results for a molecular structure, C12H14ClIN2Pd in a non-equilibrium geometry.

The value obtained for the molecular weight is 455.035 g mol⁻¹. For the electronic energy, the calculation gives -1460.9465 hartree. The spin multiplicity is 3. The orbital gap (spin up / spin down) is 6.46 / 7.04 eV.

Element x y z (Å)
1 C 1.015 1.876 1.114
2 C 1.653 1.641 -0.226
3 H 0.351 2.748 1.095
4 H 1.760 1.970 1.948
5 H 0.321 1.011 1.356
6 H 0.927 1.249 -1.032
7 H 1.826 2.594 -0.707
8 H 2.484 0.910 -0.275
9 C -2.413 -0.814 1.946
10 C -3.466 -1.537 2.496
11 C -3.981 -2.610 1.771
12 C -3.449 -3.004 0.554
13 H -1.925 0.057 2.399
14 H -3.847 -1.193 3.442
15 H -4.796 -3.161 2.185
16 H -3.804 -3.836 -0.036
17 N -1.961 -1.202 0.749
18 C -2.383 -2.270 0.043
19 C -1.692 -2.567 -1.215
20 N -0.692 -1.746 -1.594
21 C 0.148 -1.918 -2.619
22 C -1.189 -3.806 -3.182
23 C -0.103 -2.984 -3.464
24 H 0.978 -1.208 -2.688
25 H 0.541 -3.077 -4.324
26 C -1.986 -3.627 -2.062
27 H -2.819 -4.254 -1.795
28 H -1.397 -4.614 -3.848
29 Pd -0.347 -0.253 -0.226
30 I -1.673 1.779 -1.269
31 Cl 1.089 -1.728 0.833

Forces on the atoms, in the same order (eV/Å):
C -0.5 -0.7 1.0
C -0.3 -0.8 -1.9
H 0.3 -0.1 0.0
H -0.7 -0.2 -0.8
H 0.8 0.8 0.4
H 0.7 0.3 1.1
H 0.9 0.2 -0.1
H -0.1 0.8 0.4
C -0.3 -1.0 -1.0
C 0.5 0.4 -0.4
C 0.1 0.1 0.3
C 0.6 0.3 -0.4
H -0.3 -0.4 -0.2
H -0.3 -0.3 0.2
H -0.5 -0.3 0.2
H -0.3 -0.1 0.4
N 0.5 0.1 -0.4
C -0.7 0.9 1.5
C 1.1 0.2 -1.7
N 0.1 0.1 0.5
C -1.3 -0.6 0.7
C 0.2 0.0 -0.1
C 0.2 0.5 0.1
H -0.4 -0.3 -0.2
H -0.1 -0.5 -0.2
C 0.2 0.4 0.4
H 0.0 -0.4 -0.4
H -0.2 -0.4 -0.3
Pd 0.1 1.2 0.4
I -0.8 0.4 -0.4
Cl 0.9 -0.7 0.6



# 2
DFT (ωB97M-V/def2-TZVPD) results for 2 unconnected molecules or ions with the total composition C12H14ClO2 in a non-equilibrium geometry.

The value obtained for the molecular weight is 225.695 g mol⁻¹. For the electronic energy, the calculation gives -1076.3144 hartree. The calculation puts the energy above the lowest of the compared OMol25 structures with the same formula, charge and spin at 1.0301 eV. The charge is -1. The orbital gap is 5.50 eV.

Element x y z (Å)
1 C -0.333 1.304 3.522
2 C 0.366 1.828 2.453
3 C -1.034 0.165 3.290
4 C 0.265 1.326 1.191
5 C -1.041 -0.391 2.057
6 C -0.310 0.013 0.975
7 C -2.753 0.019 -0.731
8 C 2.171 -0.660 -0.901
9 C 0.417 -1.660 -2.536
10 C 0.607 0.855 -2.108
11 C -0.286 -0.686 -0.256
12 C 0.752 -0.558 -1.439
13 O -2.538 0.079 -1.862
14 O -3.112 -0.018 0.383
15 Cl -1.119 -2.345 -0.211
16 H -0.335 1.842 4.550
17 H 0.849 2.865 2.537
18 H -1.632 -0.386 4.047
19 H 0.831 1.835 0.410
20 H -1.731 -1.241 1.976
21 H 2.945 -0.583 -1.658
22 H 2.461 0.122 -0.223
23 H 2.128 -1.627 -0.355
24 H -0.737 -1.580 -2.511
25 H 0.777 -2.730 -2.419
26 H 0.895 -1.366 -3.437
27 H -0.481 1.004 -2.057
28 H 0.982 1.019 -3.186
29 H 0.995 1.554 -1.502

Forces on the atoms, in the same order (eV/Å):
C 0.8 2.0 3.1
C 0.1 3.1 0.1
C -1.1 -0.9 1.1
C 1.2 -1.2 -1.0
C -1.9 -2.7 1.0
C 1.0 1.1 -2.2
C -0.2 -0.2 2.2
C -0.3 -1.4 0.4
C -1.2 0.2 1.6
C -2.4 -2.7 -2.7
C 0.3 -0.2 -0.5
C -0.3 0.0 -0.1
O -0.4 0.2 -1.4
O -0.3 0.3 -1.3
Cl 0.6 0.4 0.3
H 0.1 -1.1 -1.8
H -0.5 -1.6 0.1
H 0.4 0.8 -0.3
H -0.3 -0.2 0.1
H 0.7 0.2 -0.2
H 0.1 -0.6 -0.5
H -0.4 0.4 0.7
H 0.9 0.4 -0.3
H 2.0 -0.6 -1.0
H -0.6 1.3 0.7
H 0.0 0.6 -1.1
H 0.3 0.4 -0.7
H -0.4 -0.6 1.6
H 1.7 2.5 2.0



# 3
DFT (ωB97M-V/def2-TZVPD) results for a molecular structure, C12H14IrN6S2 in a non-equilibrium geometry.

The value obtained for the molecular weight is 498.637 g mol⁻¹. For the electronic energy, the calculation gives -1693.9658 hartree. The calculation puts the energy above the lowest of the compared OMol25 structures with the same formula, charge and spin at 0.0000 eV. The charge is +3. The orbital gap is 7.28 eV.

Element x y z (Å)
1 Ir -1.654 -0.545 -0.094
2 C -0.082 -2.353 3.508
3 C -0.334 -1.808 2.149
4 N -1.167 -0.865 1.864
5 N -1.764 -0.061 2.817
6 C -1.895 1.227 2.417
7 N -2.194 2.169 3.281
8 S -1.643 1.588 0.739
9 C 0.470 -2.191 0.977
10 C 1.573 -3.012 1.053
11 C 2.411 -3.119 -0.056
12 C 2.118 -2.397 -1.197
13 C 0.979 -1.607 -1.222
14 N 0.165 -1.510 -0.165
15 H -0.926 -2.217 4.181
16 H 0.805 -1.890 3.951
17 H 0.105 -3.424 3.439
18 H -1.755 -0.343 3.790
19 H -2.228 2.010 4.280
20 H -2.303 3.128 2.974
21 H 1.802 -3.546 1.964
22 H 3.289 -3.751 -0.013
23 H 2.756 -2.436 -2.069
24 H 0.703 -1.046 -2.105
25 S -2.354 -1.028 -2.257
26 C -3.881 -0.650 -1.541
27 N -5.086 -0.627 -2.126
28 C -6.186 -0.187 -1.469
29 C -6.065 0.235 -0.170
30 C -4.805 0.166 0.422
31 N -3.750 -0.287 -0.247
32 H -5.166 -0.932 -3.096
33 H -7.116 -0.185 -2.022
34 H -6.922 0.605 0.373
35 H -4.651 0.455 1.454

Forces on the atoms, in the same order (eV/Å):
Ir -0.1 -0.9 0.5
C 0.1 0.1 0.0
C 0.1 0.2 0.0
N -0.2 -0.2 0.0
N -0.2 0.2 -0.1
C 0.1 -0.1 0.0
N 0.0 0.0 0.0
S 0.2 -0.1 0.1
C 0.1 -0.1 0.0
C -0.1 0.0 0.0
C 0.0 0.0 0.0
C 0.0 0.0 0.0
C -0.1 -0.1 0.0
N 0.2 0.6 -0.1
H 0.0 0.0 0.0
H 0.0 0.0 0.0
H 0.0 0.0 0.0
H 0.1 0.0 0.0
H 0.0 0.0 0.0
H 0.0 0.0 0.0
H 0.0 0.0 0.0
H 0.0 0.0 0.0
H 0.0 0.0 0.0
H 0.0 0.0 0.0
S -0.3 0.2 0.1
C 0.2 0.0 0.1
N 0.0 -0.1 0.0
C 0.0 0.0 0.1
C 0.0 0.0 0.0
C 0.0 -0.2 0.1
N 0.1 0.4 -0.7
H 0.0 0.0 0.0
H 0.0 0.0 0.0
H 0.0 0.0 0.0
H 0.0 0.1 0.0



# 4
DFT (ωB97M-V/def2-TZVPD) results for a molecular structure, C12H14N2O2Sn in a non-equilibrium geometry.

The value obtained for the molecular weight is 336.967 g mol⁻¹. For the electronic energy, the calculation gives -939.7016 hartree. The calculation puts the energy above the lowest of the compared OMol25 structures with the same formula, charge and spin at 3.1117 eV. The orbital gap (spin up / spin down) is 6.30 / 5.54 eV.

Element x y z (Å)
1 C 1.172 -1.248 -2.397
2 C -0.239 -1.156 -2.646
3 C -0.930 -1.836 -1.579
4 C 0.066 -2.363 -0.680
5 C 1.359 -1.987 -1.179
6 Sn 0.155 0.187 -0.565
7 C -1.353 1.673 -1.473
8 C -0.194 2.027 -2.097
9 C 0.737 2.629 -2.838
10 N 1.792 1.265 -0.154
11 H -1.991 -2.035 -1.539
12 H -0.699 -0.719 -3.524
13 H -0.131 -3.011 0.164
14 H 2.313 -2.264 -0.743
15 H 1.953 -0.878 -3.053
16 H -2.099 1.063 -2.007
17 H 2.728 1.685 -0.216
18 H -1.750 2.174 -0.571
19 H 0.551 3.435 -3.552
20 H 1.787 2.333 -2.763
21 O -2.466 0.316 1.339
22 C -1.457 0.132 2.009
23 C -1.328 0.018 3.527
24 C 0.142 -0.221 3.806
25 C 0.812 -0.255 2.439
26 O 1.996 -0.467 2.186
27 N -0.182 -0.017 1.492
28 H -1.690 0.936 3.993
29 H -1.947 -0.808 3.881
30 H 0.581 0.566 4.423
31 H 0.313 -1.171 4.318

Forces on the atoms, in the same order (eV/Å):
C -0.8 -1.0 0.1
C 0.9 -0.5 0.3
C 0.9 0.2 0.2
C 0.6 0.2 -1.0
C -0.9 -0.5 -0.7
Sn 3.7 0.4 1.4
C -0.9 0.1 -0.1
C 1.1 2.5 -1.2
C -0.5 -1.1 1.0
N -2.3 0.2 -0.1
H 0.0 0.2 0.1
H 0.0 0.1 0.2
H 0.0 0.3 0.0
H -0.3 0.3 0.0
H -0.2 0.1 0.3
H 0.6 0.1 0.2
H -0.7 -1.0 -0.9
H 0.5 0.0 -0.5
H -0.6 -0.3 0.2
H -0.5 0.0 0.2
O 0.8 -0.1 0.4
C 0.6 -0.2 0.2
C -0.7 0.1 0.0
C 0.3 -0.1 0.2
C 1.9 -0.2 -0.5
O -2.3 0.1 0.8
N -1.3 0.0 -0.5
H -0.1 -0.1 -0.1
H -0.1 0.1 -0.1
H 0.1 -0.1 -0.2
H 0.1 0.1 -0.1



Which value of electronic energy does entry 3 give? -1693.9658 hartree



Which value of molecular weight does entry 1 give? 455.035 g mol⁻¹



molecular weight of number 4 (C12H14N2O2Sn)? 336.967 g mol⁻¹



Number 3 is which compound? C12H14IrN6S2